# 1
Molecular formula: C21H18BN9O6V
Method: DFT, the ωB97M-V functional and the def2-TZVPD basis

Output
DFT total energy: -74135.474 eV
multiplicity: 2
charge: 0
expectation value of S²: 0.760
highest occupied orbital energy (alpha / beta): -9.56 / -9.56 eV
gap between HOMO and LUMO (alpha / beta): 7.871 / 8.445 eV

Cartesian coordinates (Å):
V  -0.6004  -0.8693  -0.2166
O  -2.2746  -3.5020  2.3248
C  -2.0967  -2.6150  1.5273
O  -0.9703  -1.9813  1.3317
C  -3.1733  -2.0726  0.6330
C  -4.5107  -2.4184  0.6040
C  -5.3242  -1.7779  -0.3248
C  -4.7852  -0.8352  -1.1921
C  -3.4325  -0.5663  -1.0965
N  -2.6772  -1.1695  -0.1959
C  -2.6060  0.3591  -1.9559
O  -3.1009  1.0774  -2.7889
O  -1.3454  0.2408  -1.6696
H  -4.8813  -3.1671  1.2892
H  -6.3770  -2.0205  -0.3775
H  -5.3736  -0.3219  -1.9391
C  -1.6632  2.9069  1.4499
C  -1.9235  1.5462  1.3010
N  -0.8577  0.9286  0.8058
N  0.0984  1.8607  0.6180
C  -0.3666  3.0616  1.0011
B  1.5592  1.4888  0.1971
N  1.9724  0.2996  1.0897
C  3.0187  0.0615  1.8949
C  2.8646  -1.1882  2.4578
C  1.6718  -1.6692  1.9196
N  1.1602  -0.7776  1.0782
N  1.6129  0.9268  -1.2334
C  2.2848  1.2965  -2.3356
C  2.1216  0.3141  -3.2910
C  1.3076  -0.6410  -2.6863
N  1.0262  -0.2725  -1.4427
N  2.4070  2.7305  0.3978
C  2.9841  3.2364  1.5169
C  3.3955  4.5157  1.2430
C  3.0144  4.7190  -0.0960
N  2.4098  3.6563  -0.5911
H  -2.3184  3.6689  1.8306
H  -2.8191  0.9885  1.5225
H  0.2538  3.9387  0.9317
H  3.8177  0.7726  2.0042
H  3.5218  -1.6806  3.1510
H  1.1590  -2.5977  2.0952
H  2.8244  2.2253  -2.3566
H  2.5265  0.2971  -4.2864
H  0.8833  -1.5435  -3.0927
H  3.0141  2.6920  2.4448
H  3.8929  5.1965  1.9107
H  3.1504  5.5912  -0.7147
C  0.9493  -4.0925  -0.5281
C  -0.0499  -3.5824  -1.5419
O  -0.3769  -4.2121  -2.5153
O  -0.5448  -2.3802  -1.2772
H  1.4096  -5.0017  -0.9027
H  0.4298  -4.3066  0.4078
H  1.7077  -3.3347  -0.3304

In elementary charge units, the Löwdin charges are: 1.13, 0.12, -0.52, -0.14, -0.14, 0.04, -0.01, 0.05, -0.13, 0.08, -0.52, 0.12, -0.09, 0.13, 0.12, 0.13, -0.02, -0.10, -0.04, 0.05, -0.03, -0.62, 0.04, -0.05, -0.02, -0.10, -0.02, 0.05, -0.04, -0.02, -0.08, -0.04, -0.01, -0.09, -0.06, -0.15, 0.07, 0.10, 0.12, 0.12, 0.12, 0.10, 0.11, 0.11, 0.10, 0.12, 0.11, 0.09, 0.10, 0.02, -0.61, 0.09, -0.16, 0.09, 0.08, 0.07


# 2
Molecular formula: C21H18Cl2N6O3
Method: DFT, the ωB97M-V functional and the def2-TZVPD basis

Output
DFT total energy: -62180.738 eV
charge: 0
highest occupied orbital energy: -8.96 eV
gap between HOMO and LUMO: 8.195 eV

Cartesian coordinates (Å):
O  -4.5025  -1.6235  -0.0561
C  -3.4971  -0.8482  -0.3854
C  -4.0862  0.4622  -0.8656
C  -5.2074  0.7256  -1.4858
C  -5.1852  2.3187  -1.8121
C  -3.7246  2.5879  -1.2449
O  -3.1284  1.4979  -0.6771
N  -2.1864  -1.0921  -0.2484
C  -2.0515  -2.4191  0.5732
C  -1.5408  -2.0394  1.9251
C  -0.3244  -0.8877  1.8433
C  -0.8098  0.1590  0.9774
C  0.2752  1.0759  0.8436
N  1.5572  0.7790  0.5094
C  2.4397  1.7234  0.2088
C  2.2775  2.8746  -0.0692
N  3.3432  3.7186  -0.3653
N  4.2909  2.9319  -0.1977
N  3.8579  1.5015  0.1173
C  4.5630  0.2854  0.2846
C  3.8481  -0.7436  -0.1943
C  3.4626  -1.7909  0.9297
C  2.6089  -2.9087  0.4468
C  1.9319  -2.8892  -0.5512
Cl  0.9899  -4.4762  -1.0638
C  2.2815  -1.9063  -1.6175
C  3.0706  -0.9142  -1.2057
Cl  3.4046  0.4058  -2.8349
C  0.9267  3.6464  0.1335
O  0.4489  4.6437  -0.2275
N  -0.0422  2.4646  0.5561
C  -1.1539  -0.3652  -0.4594
H  -6.0899  0.2704  -1.7173
H  -5.7882  2.9695  -2.3133
H  -3.2728  3.4654  -1.1402
H  -1.2052  -2.7230  0.0854
H  -2.8945  -2.9514  0.4873
H  -2.3450  -1.4172  2.7494
H  -1.2236  -2.7432  2.5324
H  0.3991  -1.2890  1.4785
H  0.0103  -0.6362  2.9695
H  -1.6334  0.7563  1.2416
H  5.0483  0.1968  1.2830
H  5.4373  0.5627  -0.5561
H  3.8729  -1.8025  1.8971
H  2.5028  -3.4988  1.2500
H  1.9033  -2.0654  -2.6529
H  -0.9158  2.5942  0.5162
H  -0.3661  -1.1162  -0.9915
H  -1.5774  0.5302  -0.9059

In elementary charge units, the Löwdin charges are: -0.02, -0.28, -0.19, 0.04, 0.11, -0.03, -0.05, -0.06, -0.04, -0.07, -0.10, -0.26, -0.17, 0.21, -0.34, -0.22, 0.12, 0.09, 0.00, -0.20, -0.28, 0.15, -0.18, -0.53, 0.54, -0.08, -0.35, 0.38, -0.24, 0.15, 0.22, -0.13, 0.08, 0.03, 0.05, 0.07, 0.08, 0.19, 0.03, -0.03, 0.18, 0.14, 0.15, 0.20, 0.09, 0.08, 0.13, 0.01, 0.20, 0.13


# 3
Molecular formula: C21H18CuN6O3S2
Method: DFT, the ωB97M-V functional and the def2-TZVPD basis

Output
DFT total energy: -103466.292 eV
charge: -1
highest occupied orbital energy: -4.87 eV
gap between HOMO and LUMO: 7.540 eV

Cartesian coordinates (Å):
Cu  0.5394  0.1004  -1.1202
O  -1.6877  -0.7531  -4.4014
C  -0.9963  -0.7159  -3.3706
N  -0.2757  0.2857  -2.8906
C  -0.3096  1.5066  -3.6872
C  0.9929  2.2481  -3.5495
C  2.1894  1.6022  -3.8633
C  3.3815  2.2740  -3.7162
C  3.3558  3.5875  -3.2581
C  2.1272  4.1481  -2.9651
N  0.9589  3.5080  -3.0862
C  -0.9510  -1.9640  -2.4980
C  -1.6302  -3.1066  -2.8894
C  -1.5779  -4.2220  -2.0704
C  -0.8519  -4.1590  -0.8922
C  -0.1987  -2.9769  -0.5746
N  -0.2502  -1.9026  -1.3637
H  -1.1087  2.1804  -3.3679
H  -0.4905  1.2475  -4.7367
H  2.1541  0.5733  -4.1971
H  4.3222  1.7885  -3.9451
H  4.2652  4.1570  -3.1209
H  2.0678  5.1673  -2.5950
H  -2.1789  -3.0798  -3.8199
H  -2.0995  -5.1306  -2.3472
H  -0.7860  -5.0018  -0.2176
H  0.3793  -2.8713  0.3349
N  -4.1887  0.3792  4.7378
C  -2.9401  -0.1257  4.3438
C  -2.8327  -0.9273  3.2054
C  -1.6114  -1.4511  2.8325
C  -0.4786  -1.1893  3.5962
C  -0.5761  -0.4017  4.7301
C  -1.8037  0.1250  5.1056
S  1.0923  -1.8020  3.0430
O  2.0517  -1.4036  4.0524
O  0.9307  -3.2117  2.7759
N  1.3081  -1.0910  1.6447
C  1.5908  0.2073  1.5689
S  2.2346  1.2266  2.8573
C  2.2299  2.5828  1.7817
C  1.7804  2.2133  0.5689
N  1.4224  0.8906  0.4419
H  -4.8373  0.4944  3.9745
H  -4.1282  1.2223  5.2872
H  -3.7150  -1.1288  2.6085
H  -1.5215  -2.0585  1.9406
H  0.3160  -0.2051  5.3086
H  -1.8813  0.7423  5.9937
H  2.5472  3.5615  2.0993
H  1.6694  2.8592  -0.2895

In elementary charge units, the Löwdin charges are: 0.41, -0.03, -0.52, -0.04, -0.18, -0.28, -0.03, -0.08, -0.09, -0.18, 0.11, -0.18, -0.01, -0.07, -0.06, -0.11, 0.08, 0.12, 0.11, 0.12, 0.10, 0.09, 0.10, 0.11, 0.10, 0.10, 0.07, 0.08, -0.33, -0.03, -0.05, -0.29, -0.07, -0.04, 0.53, -0.37, -0.33, -0.13, -0.68, 1.02, -0.43, -0.25, -0.07, 0.08, 0.08, 0.11, 0.11, 0.10, 0.11, 0.05, 0.09


The calculation returns the following relative energy (zero: lowest compared OMol25 entry of this formula, charge and spin) values, one per record and in order: 0.437, 16.851, 0.044 eV.